No. 1
Computed, not measured: a structure of composition C59H52O11P2PdS2 at a distorted geometry, with the ωB97M-V functional and the def2-TZVPD basis.

CARTESIAN COORDINATES (ANGSTROEM)
C (-0.05, -0.81, 6.88)
C (1.26, -1.09, 6.49)
C (1.92, -0.27, 5.56)
C (1.20, 0.78, 5.01)
O (1.71, 1.45, 3.87)
P (2.14, 0.71, 2.49)
O (2.84, 1.95, 1.71)
C (3.26, 3.18, 2.22)
C (4.63, 3.41, 2.36)
C (5.05, 4.63, 2.88)
C (4.11, 5.61, 3.23)
C (2.74, 5.37, 3.05)
C (2.31, 4.14, 2.55)
O (3.41, -0.20, 2.95)
C (4.57, -0.49, 2.23)
C (5.65, -0.94, 2.99)
C (6.87, -1.15, 2.35)
C (6.98, -0.94, 0.97)
C (5.87, -0.53, 0.23)
C (4.64, -0.31, 0.85)
Pd (0.55, -0.41, 1.41)
P (-1.52, 0.38, 1.81)
O (-2.12, -0.24, 3.20)
C (-3.41, -0.20, 3.75)
C (-4.01, -1.42, 4.06)
C (-5.35, -1.41, 4.42)
C (-6.04, -0.20, 4.53)
C (-5.38, 1.01, 4.32)
C (-4.03, 1.02, 3.96)
O (-1.77, 2.00, 1.89)
C (-2.56, 2.75, 1.00)
C (-3.62, 3.47, 1.53)
C (-4.57, 4.00, 0.66)
C (-4.40, 3.88, -0.72)
C (-3.26, 3.25, -1.24)
C (-2.32, 2.69, -0.37)
O (-2.67, 0.00, 0.73)
C (-3.59, -1.05, 0.74)
C (-4.94, -0.71, 0.70)
C (-5.87, -1.73, 0.86)
C (-5.45, -3.05, 0.99)
C (-4.09, -3.38, 0.95)
C (-3.14, -2.37, 0.79)
C (0.75, -1.65, -0.36)
C (1.54, -2.72, 0.31)
C (1.05, -3.34, 1.48)
C (1.88, -4.16, 2.25)
C (3.20, -4.40, 1.84)
C (3.66, -3.86, 0.64)
C (2.83, -3.06, -0.14)
C (1.33, -0.84, -1.41)
C (0.66, -0.10, -2.34)
C (-0.08, 1.13, 5.43)
C (-0.71, 0.31, 6.36)
H (-0.56, -1.46, 7.59)
H (1.80, -1.94, 6.91)
H (2.95, -0.46, 5.27)
H (5.34, 2.63, 2.06)
H (6.12, 4.82, 3.00)
H (4.44, 6.56, 3.64)
H (2.01, 6.13, 3.30)
H (1.25, 3.93, 2.38)
H (5.51, -1.08, 4.06)
H (7.73, -1.48, 2.94)
H (7.94, -1.10, 0.47)
H (5.94, -0.38, -0.85)
H (3.75, -0.04, 0.28)
H (-3.43, -2.34, 3.96)
H (-5.86, -2.36, 4.61)
H (-7.10, -0.21, 4.80)
H (-5.90, 1.97, 4.42)
H (-3.46, 1.94, 3.84)
H (-3.71, 3.58, 2.61)
H (-5.45, 4.49, 1.07)
H (-5.15, 4.29, -1.40)
H (-3.10, 3.19, -2.31)
H (-1.41, 2.20, -0.75)
H (-5.21, 0.34, 0.59)
H (-6.93, -1.48, 0.89)
H (-6.19, -3.85, 1.13)
H (-3.76, -4.41, 1.03)
H (-2.07, -2.57, 0.72)
H (-0.33, -1.87, -0.45)
H (0.02, -3.14, 1.80)
H (1.50, -4.60, 3.17)
H (3.85, -5.04, 2.44)
H (4.68, -4.06, 0.30)
H (3.17, -2.67, -1.10)
H (2.42, -0.84, -1.50)
H (-0.40, -0.29, -2.54)
H (1.06, 0.88, -2.60)
H (-0.57, 2.01, 5.01)
H (-1.73, 0.55, 6.67)
C (-2.51, -0.56, -3.69)
O (-1.90, -1.12, -4.94)
C (-0.59, -1.29, -5.05)
S (-0.16, -2.47, -6.34)
C (-0.90, -4.02, -5.85)
C (-0.06, -5.04, -5.41)
C (-0.61, -6.25, -4.98)
C (-1.99, -6.43, -5.01)
C (-2.83, -5.42, -5.50)
C (-2.28, -4.21, -5.94)
O (-0.85, -2.04, -7.54)
O (1.28, -2.65, -6.33)
S (0.50, 0.15, -5.12)
C (1.19, 0.55, -6.71)
C (2.40, -0.02, -7.12)
C (2.95, 0.37, -8.33)
C (2.33, 1.37, -9.10)
C (1.16, 1.97, -8.65)
C (0.58, 1.58, -7.44)
O (-0.30, 1.30, -4.73)
O (1.69, -0.26, -4.36)
H (-3.58, -0.67, -3.86)
H (-2.18, -1.16, -2.83)
H (-2.22, 0.49, -3.62)
H (1.02, -4.88, -5.43)
H (0.06, -7.04, -4.62)
H (-2.43, -7.37, -4.66)
H (-3.91, -5.56, -5.54)
H (-2.91, -3.43, -6.36)
H (2.89, -0.76, -6.49)
H (3.87, -0.11, -8.67)
H (2.78, 1.68, -10.04)
H (0.67, 2.76, -9.22)
H (-0.32, 2.05, -7.04)

Calculated values
charge: 0
LUMO energy: -2.26 eV
gap between HOMO and LUMO: 3.93 eV
relative energy (zero: lowest compared OMol25 entry of this formula, charge and spin): 0.0 kcal per mole



No. 2
Computed, not measured: a cluster of 2 separate species, C6H6Cl3IN2 in total, with the ωB97M-V functional and the def2-TZVPD basis.

CARTESIAN COORDINATES (ANGSTROEM)
C (0.53, 0.53, 1.17)
C (-0.83, -0.18, 1.32)
I (-1.35, -0.22, 3.41)
C (-0.69, -1.58, 0.90)
N (-0.58, -2.66, 0.52)
C (-1.90, 0.51, 0.41)
C (-3.15, 0.91, 1.05)
N (-4.13, 1.28, 1.52)
H (0.48, 1.51, 1.63)
H (0.76, 0.62, 0.11)
H (1.31, -0.04, 1.67)
H (-2.15, -0.16, -0.41)
H (-1.45, 1.41, 0.00)
C (2.64, -0.47, -2.73)
Cl (3.68, 0.80, -3.35)
Cl (3.19, -1.04, -1.16)
Cl (0.96, 0.08, -2.64)
H (2.67, -1.31, -3.42)

Calculated values
charge: 0
LUMO energy: -0.25 eV
gap between HOMO and LUMO: 9.89 eV
relative energy (zero: lowest compared OMol25 entry of this formula, charge and spin): 0.0 kcal per mole
SMILES string: C[C@](I)(C#N)CC#N.ClC(Cl)Cl



No. 3
Computed, not measured: a structure of composition CH3NSSi at a distorted geometry, with the ωB97M-V functional and the def2-TZVPD basis.

CARTESIAN COORDINATES (ANGSTROEM)
C (1.48, 2.31, -0.84)
N (0.49, 1.65, -0.72)
Si (0.49, 0.55, 0.62)
S (2.89, 2.89, -0.55)
H (0.20, -0.62, -0.15)
H (-0.57, 1.16, 1.51)
H (1.76, 0.93, 1.33)

Calculated values
charge: 0
LUMO energy: 0.41 eV
gap between HOMO and LUMO: 9.91 eV
relative energy (zero: lowest compared OMol25 entry of this formula, charge and spin): 18.5 kcal per mole



No. 4
Computed, not measured: a structure of composition C15H38N7O7PSr at a distorted geometry, with the ωB97M-V functional and the def2-TZVPD basis.

CARTESIAN COORDINATES (ANGSTROEM)
O (1.23, 0.08, -1.91)
H (2.08, -0.72, -2.03)
Sr (-0.97, 0.86, -0.61)
N (0.25, 3.17, -0.30)
N (1.41, 1.43, 0.98)
N (-2.33, -1.31, -1.39)
N (-0.56, -1.55, 0.38)
O (-0.31, 3.80, -1.26)
O (-3.08, -1.19, -2.44)
O (0.47, -1.70, 1.27)
O (2.01, 0.40, 1.49)
C (2.16, 2.56, 0.85)
C (1.51, 3.55, 0.07)
C (-2.42, -2.46, -0.68)
C (-1.41, -2.60, 0.33)
C (2.14, 4.80, -0.42)
H (2.72, 4.62, -1.34)
H (2.83, 5.21, 0.33)
H (1.36, 5.54, -0.64)
C (3.55, 2.70, 1.34)
H (4.27, 2.17, 0.69)
H (3.64, 2.28, 2.35)
H (3.85, 3.75, 1.37)
C (-3.50, -3.46, -0.88)
C (-1.40, -3.81, 1.20)
H (-4.02, -3.25, -1.81)
H (-4.24, -3.43, -0.05)
H (-3.08, -4.48, -0.92)
H (-0.48, -3.87, 1.79)
H (-1.47, -4.72, 0.58)
H (-2.27, -3.83, 1.88)
H (-2.40, 0.22, -2.96)
H (1.02, -0.84, 1.23)
C (3.02, -1.67, -2.16)
H (3.43, -1.58, -3.17)
H (2.48, -2.62, -2.00)
H (3.74, -1.46, -1.37)
O (-1.82, 1.05, -2.87)
H (1.62, 0.89, -2.28)
H (-1.13, 0.94, -3.54)
C (-5.17, 1.40, 2.49)
N (-4.21, 0.34, 2.77)
C (-4.42, -0.81, 1.89)
P (-2.60, 0.82, 2.93)
O (-1.93, 1.15, 1.63)
N (-2.56, 2.15, 3.90)
C (-1.88, 3.37, 3.48)
C (-3.00, 2.12, 5.29)
N (-1.98, -0.51, 3.72)
C (-0.57, -0.50, 4.09)
C (-2.79, -1.35, 4.60)
H (-6.17, 0.98, 2.62)
H (-5.07, 1.79, 1.47)
H (-5.04, 2.22, 3.21)
H (-4.31, -0.56, 0.82)
H (-3.74, -1.64, 2.12)
H (-5.45, -1.16, 2.05)
H (-2.60, 4.12, 3.11)
H (-1.35, 3.80, 4.34)
H (-1.16, 3.16, 2.69)
H (-4.10, 2.04, 5.37)
H (-2.55, 1.28, 5.84)
H (-2.68, 3.05, 5.76)
H (-0.41, 0.02, 5.05)
H (-0.24, -1.54, 4.20)
H (0.05, -0.03, 3.32)
H (-2.54, -1.17, 5.66)
H (-3.86, -1.16, 4.45)
H (-2.57, -2.40, 4.37)

Calculated values
charge: 0
LUMO energy (alpha / beta): -0.58 / -2.16 eV
gap between HOMO and LUMO (alpha / beta): 5.86 / 4.28 eV